8
Properties=species:S:1:pos:R:3:nbo_charge:R:1 method="wB97M-V/def2-TZVPD" homo_energy_ev=-10.6 total_energy_ev=-9177.697 smiles="N#CC(=O)NO" relative_energy_kcal_mol=94.3 orbital_gap_ev=10.067
C 0.4681 0.5285 -0.1977 0.53
C 1.8075 -0.1086 -0.1986 0.14
H -2.4794 -0.2513 0.7819 0.48
H -0.4137 -1.3350 -0.1997 0.35
N -0.6607 -0.3528 0.0554 -0.31
N 2.9820 -0.1951 0.0123 -0.19
O -1.9518 -0.0480 -0.2301 -0.50
O 0.2479 1.7622 -0.0235 -0.50

***

9
Properties=species:S:1:pos:R:3:nbo_charge:R:1 method="wB97M-V/def2-TZVPD" homo_energy_ev=-9.5 total_energy_ev=-20011.781 relative_energy_kcal_mol=105.4 orbital_gap_ev=9.043
C -1.1357 -0.1780 -0.7580 -0.36
C -0.0434 0.0020 0.0271 0.14
N 0.5772 1.1705 -0.5008 -0.69
N 0.3777 -0.6113 1.2927 0.54
O -0.3804 -1.4300 1.7180 -0.35
O 1.4526 -0.2453 1.6619 -0.37
S -0.5428 1.0864 -1.8746 0.45
H -1.8801 -0.8627 -0.9385 0.24
H 1.5748 1.0684 -0.6279 0.41

***

9
Properties=species:S:1:pos:R:3:nbo_charge:R:1 method="wB97M-V/def2-TZVPD" homo_energy_ev=-8.8 total_energy_ev=-20014.352 smiles="Oc1noc(=S)[nH]1" relative_energy_kcal_mol=46.1 orbital_gap_ev=8.584
C -1.4501 -0.0897 -0.0078 0.60
C 0.7877 0.0393 0.0848 0.28
H -2.8930 -1.4983 0.4340 0.51
H -0.0243 -1.8913 -0.2588 0.46
N -1.1341 1.2239 0.0011 -0.18
N -0.3064 -0.8902 -0.0488 -0.65
O -2.7382 -0.5223 -0.0238 -0.65
O 0.1818 1.2705 -0.0247 -0.29
S 2.3391 -0.2893 0.0053 -0.08

***

9
Properties=species:S:1:pos:R:3:nbo_charge:R:1 method="wB97M-V/def2-TZVPD" homo_energy_ev=-8.9 total_energy_ev=-20015.318 smiles="Oc1noc(=S)[nH]1" relative_energy_kcal_mol=23.8 orbital_gap_ev=9.055
C 0.3812 0.6565 0.1862 0.62
C -0.5034 -1.2838 -0.3676 0.33
H 1.4788 2.0238 0.8458 0.52
H -1.6721 0.4841 0.0538 0.44
N 1.4051 -0.1186 -0.0033 -0.23
N -0.7979 0.0148 -0.0638 -0.60
O 0.4785 1.9273 0.5412 -0.64
O 0.8259 -1.3367 -0.3324 -0.30
S -1.5961 -2.3675 -0.8599 -0.14

***

10
Properties=species:S:1:pos:R:3:nbo_charge:R:1 method="wB97M-V/def2-TZVPD" homo_energy_ev=-9.4 total_energy_ev=-30850.378 smiles="O=c1onc(S)n1S" relative_energy_kcal_mol=34.8 orbital_gap_ev=9.618
C -1.1119 0.0360 -0.0828 0.19
C 0.8213 1.1471 -0.1409 0.85
H -1.4583 -2.2029 0.2663 0.13
H 2.3169 -0.7948 0.3259 0.18
N -1.4444 1.2664 -0.3313 -0.16
N 0.2450 -0.1171 0.0360 -0.59
O -0.2232 1.9731 -0.3645 -0.32
O 1.9807 1.4308 -0.1070 -0.59
S -2.3150 -1.2212 0.0394 0.12
S 1.1890 -1.5175 0.3589 0.20

***

10
Properties=species:S:1:pos:R:3:nbo_charge:R:1 method="wB97M-V/def2-TZVPD" homo_energy_ev=-9.6 total_energy_ev=-22062.018 relative_energy_kcal_mol=54.9 orbital_gap_ev=8.792
C -0.2040 1.1825 -0.7144 -0.37
C 0.7802 0.1545 -0.9073 0.38
N -1.4467 0.9181 -0.6642 0.12
N -2.5202 0.6016 -0.6482 0.10
O 1.5116 -1.7037 2.0500 -0.83
O -0.7656 -0.8967 1.8079 -0.86
O 0.5650 -1.0326 -1.0541 -0.60
S 0.1639 -1.9803 1.6364 1.68
H 0.1097 2.2057 -0.5906 0.24
H 1.8061 0.5508 -0.9154 0.13

***

10
Properties=species:S:1:pos:R:3:nbo_charge:R:1 method="wB97M-V/def2-TZVPD" homo_energy_ev=-11.0 total_energy_ev=-13269.479 relative_energy_kcal_mol=131.4 orbital_gap_ev=10.295
C 1.5729 -0.0271 -0.0299 0.92
C -0.4688 0.5898 -0.1765 0.56
H -1.8773 -2.1304 0.3789 0.50
H -1.0686 2.2897 0.2992 0.37
N -0.4245 -0.8476 -0.4957 0.06
N -1.4579 1.5559 -0.4356 -0.56
O -0.6780 -1.6369 0.6527 -0.54
O 0.8712 -0.9558 -0.8155 -0.31
O 2.7707 0.2137 -0.0507 -0.52
O 0.7604 0.9488 0.6732 -0.49

***

11
Properties=species:S:1:pos:R:3:nbo_charge:R:1 method="wB97M-V/def2-TZVPD" homo_energy_ev=-9.9 total_energy_ev=-24105.312 relative_energy_kcal_mol=56.4 orbital_gap_ev=9.380
C 3.8046 1.4779 -0.3457 -0.07
C -0.3601 -0.5377 -0.2562 0.36
N 4.5183 1.8060 0.4775 -0.25
N 0.8422 -0.7010 -0.6695 0.22
O 1.2911 -1.2606 -1.7323 -0.51
O 1.8609 0.1192 0.0401 -0.58
O -0.6962 0.2868 0.7700 -0.61
O 1.7534 1.4102 -1.9723 -0.88
S 2.7368 0.5171 -1.4598 1.60
H -1.0851 -1.2656 -0.6568 0.22
H 0.1947 0.6985 0.8786 0.51

***

8
Properties=species:S:1:pos:R:3:nbo_charge:R:1 method="wB97M-V/def2-TZVPD" homo_energy_ev=-15.8 total_energy_ev=-16409.701 smiles="O=[N+]1N=CC=P1" relative_energy_kcal_mol=62.9 orbital_gap_ev=7.350 total_charge=+1
C 0.2273 -0.7361 -0.2581 0.23
C 0.5845 0.1318 0.7796 -0.74
N 0.8672 -1.8861 -0.4258 -0.27
N 1.7967 -2.0798 0.3542 0.27
O 2.5040 -2.9970 0.5003 -0.11
P 2.1487 -0.2986 1.3447 1.02
H -0.3641 -0.6629 -1.1566 0.28
H 0.2193 1.0517 1.2265 0.32

***

9
Properties=species:S:1:pos:R:3:nbo_charge:R:1 method="wB97M-V/def2-TZVPD" homo_energy_ev=-8.9 total_energy_ev=-28803.013 smiles="O=C1SN=CNS1" relative_energy_kcal_mol=14.1 orbital_gap_ev=8.948
C -0.9759 -0.7805 -0.0922 0.22
C 1.4305 1.2571 0.2234 0.26
H 1.0271 1.9171 -1.7925 0.43
H 2.5044 1.7034 0.3344 0.21
N 0.6994 1.3384 -0.9605 -0.79
N 1.1001 0.5740 1.2620 -0.65
O -1.7164 -1.7213 -0.2362 -0.53
S -0.0257 -0.1215 -1.5044 0.39
S -0.2946 -0.2595 1.5325 0.46

***

9
Properties=species:S:1:pos:R:3:nbo_charge:R:1 method="wB97M-V/def2-TZVPD" homo_energy_ev=-3.3 total_energy_ev=-10667.167 relative_energy_kcal_mol=129.9 orbital_gap_ev=7.098 total_charge=-1
C 0.7213 1.8313 -1.2410 0.36
C 0.3690 -1.7666 0.2139 -0.08
N 1.6288 2.1088 -1.8911 -0.60
N -0.1932 -2.6262 0.8220 0.14
N -0.1018 1.3093 -0.4506 -0.53
O -0.7441 2.0489 0.6875 -0.61
O -0.4629 -3.6380 1.3895 -0.45
H -1.4811 1.4148 0.6969 0.46
H 0.2640 -0.6822 -0.2272 0.31

***

10
Properties=species:S:1:pos:R:3:nbo_charge:R:1 method="wB97M-V/def2-TZVPD" homo_energy_ev=-3.5 total_energy_ev=-21506.751 smiles=[O-]c1ncnn1SO relative_energy_kcal_mol=35.4 orbital_gap_ev=6.920 total_charge=-1
C 1.6205 -0.6913 0.8011 0.14
C -0.0144 -0.8833 -0.5918 0.66
N 0.9919 -1.5775 -0.0339 -0.65
N 0.0053 0.3681 0.0833 -0.43
N 1.0977 0.4705 0.8667 -0.40
O -2.3436 1.6457 -0.1185 -0.85
O -0.7443 -1.2693 -1.4693 -0.73
S -0.6596 2.0685 -0.1437 0.60
H 2.3943 -1.1055 1.4272 0.16
H -2.3478 0.9740 -0.8211 0.49

***

13
Properties=species:S:1:pos:R:3:nbo_charge:R:1 method="wB97M-V/def2-TZVPD" homo_energy_ev=-5.9 total_energy_ev=-27647.409 smiles="N#C[C@](N)([N+](=O)[O-])S(=O)(=O)[O-]" relative_energy_kcal_mol=1.5 orbital_gap_ev=9.038 total_charge=-1
C 0.6479 -0.4756 1.7721 0.29
C -0.1504 -0.2507 0.3371 -0.06
N 1.1628 -0.6450 2.7895 -0.38
N -1.4155 0.0998 0.5709 -0.89
N 0.0392 -1.4477 -0.5442 0.52
O -0.1042 1.0475 -2.0455 -1.00
O 1.1989 -1.8389 -0.5159 -0.35
O -0.9013 -1.8212 -1.2159 -0.38
O 0.1024 2.3111 -0.0722 -1.02
O 2.0348 1.0053 -0.7603 -0.97
S 0.6046 1.1973 -0.7800 2.39
H -1.3844 1.1456 0.7479 0.43
H -1.8348 -0.3274 -0.2835 0.41

***

9
Properties=species:S:1:pos:R:3:nbo_charge:R:1 method="wB97M-V/def2-TZVPD" homo_energy_ev="-3.8 / -3.8" total_energy_ev=-19458.170 relative_energy_kcal_mol=55.9 orbital_gap_ev="7.115 / 7.114" total_charge=-1
C -1.8972 -1.5101 -0.1159 0.46
C -2.1976 0.8595 -0.0556 0.43
N -2.2783 -2.5924 0.1516 -0.44
N 0.2625 -0.5930 -0.5664 -0.66
N -1.5709 -0.3013 -0.3911 -0.40
O -1.6153 1.8991 0.2689 -0.67
S -3.8460 0.5727 -0.0320 -0.40
H 0.5153 0.4341 -0.5995 0.36
H 0.3536 -0.9062 -1.4511 0.32

***

8
Properties=species:S:1:pos:R:3:nbo_charge:R:1 method="wB97M-V/def2-TZVPD" homo_energy_ev=-9.2 total_energy_ev=-15862.467 relative_energy_kcal_mol=51.6 orbital_gap_ev=8.223
C 1.2396 1.0712 0.7044 0.40
C -0.8818 -1.7172 0.1109 0.33
N 2.3443 0.8105 0.9108 -0.46
N -0.9549 -0.8264 -0.6206 -0.45
N -0.0214 1.3293 0.5487 -1.01
P -0.8717 1.0284 -0.7631 1.02
H -0.8933 -2.3987 0.9224 0.26
H 0.0392 0.7029 -1.8134 -0.10

***

8
Properties=species:S:1:pos:R:3:nbo_charge:R:1 method="wB97M-V/def2-TZVPD" homo_energy_ev="-10.0 / -10.0" total_energy_ev=-15861.285 relative_energy_kcal_mol=78.8 orbital_gap_ev="6.787 / 6.785"
C 1.1078 0.7092 -0.6878 0.38
C 0.5827 -1.3560 -0.2100 0.38
N 1.8302 1.6008 -0.7773 -0.33
N 0.6711 -2.4130 0.2380 -0.35
N 0.2401 -0.2510 -0.8023 -0.61
P -1.9109 0.1660 0.4113 0.58
H -1.5967 1.5060 0.3531 -0.04
H -0.9243 0.0380 1.4751 -0.01

***

8
Properties=species:S:1:pos:R:3:nbo_charge:R:1 method="wB97M-V/def2-TZVPD" homo_energy_ev="-10.8 / -10.7" total_energy_ev=-15859.143 relative_energy_kcal_mol=128.2 orbital_gap_ev="7.101 / 7.293"
C -1.1717 -1.2401 0.0001 0.40
C -0.9233 1.6191 0.0855 0.28
N -2.1060 -1.9336 -0.0836 -0.27
N -1.4656 2.6048 -0.0171 -0.44
N -0.0808 -0.5318 -0.0575 -0.75
P 1.5303 -0.6884 0.1747 0.80
H 2.0439 0.3509 0.9417 -0.01
H 2.1731 -0.1809 -1.0438 -0.02

***

9
Properties=species:S:1:pos:R:3:nbo_charge:R:1 method="wB97M-V/def2-TZVPD" homo_energy_ev="-13.6 / -13.6" total_energy_ev=-28234.274 relative_energy_kcal_mol=53.0 orbital_gap_ev="6.856 / 6.855" total_charge=+1
C 1.3725 -1.0680 -1.2988 0.06
C 0.0688 -1.4385 -1.0748 -0.18
N 0.2993 -0.8735 1.2122 -0.54
N -0.2904 1.4262 2.0766 -0.92
N -0.2950 -1.1765 0.1090 0.00
S 2.8988 -0.7617 -1.4701 0.57
S 0.4054 0.0989 2.4414 1.31
H -0.5688 -1.7734 -1.9158 0.29
H -0.4236 2.0390 2.8670 0.41

***

8
Properties=species:S:1:pos:R:3:nbo_charge:R:1 method="wB97M-V/def2-TZVPD" homo_energy_ev=-9.8 total_energy_ev=-8063.182 smiles=c1cnnnn1 relative_energy_kcal_mol=68.0 orbital_gap_ev=9.269
C -0.3066 0.8799 -0.0202 0.01
C -0.9130 -0.4268 -0.0728 0.01
H -0.7168 1.8588 0.2248 0.22
H -1.9978 -0.5157 -0.0746 0.22
N -0.0913 -1.4593 0.0042 -0.21
N 1.2595 -1.2626 0.0261 -0.02
N 1.7684 -0.0426 -0.0699 -0.01
N 0.9976 0.9682 -0.0176 -0.22

***

9
Properties=species:S:1:pos:R:3:nbo_charge:R:1 method="wB97M-V/def2-TZVPD" homo_energy_ev=-9.9 total_energy_ev=-10109.236 relative_energy_kcal_mol=70.8 orbital_gap_ev=9.464
C 0.6003 -0.4177 0.0585 0.29
C -0.1567 0.8668 -0.0271 -0.03
H 2.3659 0.4663 -0.0690 0.36
H 0.4682 1.7679 0.0290 0.21
N 1.8237 -0.3998 -0.0080 -0.58
N -1.4236 0.9474 0.0170 -0.06
N -1.4207 -1.4354 -0.0296 0.20
N -0.1919 -1.5484 0.0189 -0.20
O -2.0652 -0.2471 0.0103 -0.19